C2H6AlFO as an isolated structure at a distorted geometry, computed with ωB97M-V with the def2-TZVPD basis set.

```
11
Properties=species:S:1:pos:R:3:forces:R:3
Al 18.3661 25.6675 -3.4500 0.751 -0.922 0.935
F 19.1058 23.3746 -1.7451 -0.499 1.614 -1.186
C 21.0155 30.0607 -4.1476 1.201 0.450 -1.307
C 19.7797 29.3482 -3.6661 -0.897 0.107 3.075
O 19.7422 28.1251 -4.2733 -0.116 -2.165 -0.122
H 21.9076 29.4455 -4.0305 -0.198 -0.253 -0.063
H 21.2010 30.9866 -3.6033 -0.617 0.239 0.324
H 20.8552 30.3145 -5.1955 0.408 0.212 -0.130
H 18.8860 29.9422 -3.8574 -0.298 0.569 -0.519
H 19.7395 29.1204 -2.6009 0.295 0.268 0.118
H 19.7694 28.2619 -5.2231 -0.031 -0.121 -1.123
```
Forces are in eV/Å.

Values from the calculation:
Multiplicity: 1
Charge: +2
LUMO level: -0.6101 Eh
ΔE to the lowest compared entry with this formula, charge and spin: 90.56 kcal/mol
HOMO-LUMO gap: 3.4 eV